one.
{"formula": "C4H6N2", "method": "ωB97M-V with the def2-TZVPD basis set", "gap_ev": 8.42, "homo_energy_ev": -7.9, "species": ["C", "C", "C", "N", "N", "C", "H", "H", "H", "H", "H", "H"], "xyz": [[1.471, 0.843, 0.237], [0.210, 0.056, 0.104], [-0.877, 0.277, -0.819], [-1.907, -0.490, -0.801], [-0.912, -1.965, 1.136], [-0.261, -1.011, 0.758], [2.366, 0.210, 0.285], [1.569, 1.473, -0.653], [1.459, 1.506, 1.109], [-0.723, 1.111, -1.503], [-2.583, -0.221, -1.498], [0.189, -1.789, 1.646]], "lowdin_charge": [-0.067, -0.276, -0.234, 0.052, 0.230, -0.277, 0.076, 0.076, 0.074, 0.119, 0.042, 0.185]}



two.
{"formula": "C4H6N2", "method": "ωB97M-V with the def2-TZVPD basis set", "gap_ev": [7.28, 7.28], "homo_energy_ev": [-7.4, -7.4], "species": ["N", "C", "C", "N", "C", "C", "H", "H", "H", "H", "H", "H"], "xyz": [[0.639, 1.774, -0.627], [0.274, 0.591, -0.058], [0.976, -0.369, 0.654], [0.244, -1.532, 0.552], [-0.962, -1.285, -0.081], [-0.992, 0.075, -0.402], [1.386, 2.189, -0.034], [-0.826, 2.170, -0.998], [2.010, -0.396, 0.979], [0.467, -2.358, 1.098], [-1.697, -2.080, -0.111], [-1.520, 1.221, -0.972]], "nbo_charge": [-0.710, 0.013, -0.143, -0.497, -0.082, -0.189, 0.370, 0.270, 0.209, 0.411, 0.217, 0.129]}



Name the most stable of them. one.



one.
{"formula": "C6H9NO2", "method": "ωB97M-V with the def2-TZVPD basis set", "smiles": "CC(=O)/C=C(/N)C(C)=O", "gap_ev": 7.96, "homo_energy_ev": -8.6, "species": ["C", "C", "O", "C", "C", "N", "C", "C", "O", "H", "H", "H", "H", "H", "H", "H", "H", "H"], "xyz": [[0.829, 0.056, 2.285], [0.091, -0.701, 1.209], [-0.032, -1.909, 1.224], [-1.298, 0.256, 0.520], [-0.922, 0.644, -0.665], [-1.318, 1.539, -1.614], [0.525, 0.046, -0.749], [0.563, -1.225, -1.583], [1.460, 0.868, -0.716], [0.268, -0.007, 3.219], [1.813, -0.396, 2.427], [0.974, 1.099, 2.002], [-2.125, 0.149, 1.195], [-0.530, 1.970, -2.090], [-2.033, 2.196, -1.328], [1.469, -1.773, -1.320], [-0.298, -1.860, -1.378], [0.565, -0.952, -2.640]], "nbo_charge": [-0.728, 0.546, -0.517, -0.341, 0.089, -0.805, 0.537, -0.698, -0.543, 0.246, 0.238, 0.238, 0.230, 0.396, 0.388, 0.236, 0.243, 0.244]}



two.
{"formula": "C6H9NO2", "method": "ωB97M-V with the def2-TZVPD basis set", "gap_ev": 9.93, "homo_energy_ev": -9.2, "species": ["C", "C", "C", "C", "C", "C", "H", "H", "H", "H", "H", "H", "H", "H", "H", "N", "O", "O"], "xyz": [[-1.562, -1.064, 0.048], [-0.469, -0.326, 0.628], [1.698, -1.163, 0.095], [1.393, 0.151, -0.669], [0.273, 0.634, -0.190], [-0.448, 1.804, -0.816], [-1.147, -1.781, -0.663], [-2.486, -0.375, -0.240], [-1.937, -1.732, 0.908], [-0.909, 0.233, 1.764], [0.956, -1.193, 1.965], [1.778, -1.821, -0.649], [2.547, -1.008, 0.334], [2.316, 0.416, -1.322], [-1.149, 3.619, -0.448], [0.647, -1.243, 1.135], [-0.732, 2.768, 0.190], [-0.768, 2.082, -2.068]], "nbo_charge": [-0.642, -0.027, -0.242, -0.094, -0.203, 0.783, 0.224, 0.231, 0.230, 0.186, 0.358, 0.183, 0.175, 0.237, 0.506, -0.614, -0.689, -0.602]}



three.
{"formula": "C6H9NO2", "method": "ωB97M-V with the def2-TZVPD basis set", "smiles": "C[C@]12C[C@H](O)[C@@H]1C=NO2", "gap_ev": 9.64, "homo_energy_ev": -9.2, "species": ["C", "C", "C", "C", "O", "C", "C", "N", "O", "H", "H", "H", "H", "H", "H", "H", "H", "H"], "xyz": [[1.211, 0.734, 0.690], [-0.070, 0.385, 0.716], [-0.457, -1.032, 1.148], [-0.270, -1.412, -0.465], [0.918, -1.734, -1.156], [-0.695, 0.091, -0.675], [-0.455, 1.500, -1.252], [-0.751, 2.281, -0.311], [-0.856, 1.582, 0.928], [1.766, 0.690, 1.773], [0.991, 2.003, 0.522], [2.145, 0.250, -0.130], [0.228, -1.547, 1.832], [-1.616, -0.947, 1.431], [-1.001, -2.257, -0.810], [1.130, -2.718, -1.367], [-1.854, 0.093, -0.603], [-0.365, 2.037, -2.270]], "nbo_charge": [-0.691, 0.141, -0.434, 0.144, -0.740, -0.311, 0.026, -0.129, -0.396, 0.230, 0.282, 0.268, 0.224, 0.244, 0.173, 0.494, 0.235, 0.241]}



Name the most stable of them. one.



one.
{"formula": "C6H9NO2", "method": "ωB97M-V with the def2-TZVPD basis set", "smiles": "C=C(C)[C@H](N)C(O)=C=O", "gap_ev": 8.60, "homo_energy_ev": -8.2, "species": ["C", "C", "C", "C", "N", "C", "O", "C", "O", "H", "H", "H", "H", "H", "H", "H", "H", "H"], "xyz": [[-1.303, 0.780, 1.515], [-0.822, 0.391, 0.341], [-1.699, 0.143, -0.848], [0.747, 0.550, 0.063], [1.058, 1.080, -1.214], [1.278, -0.869, 0.278], [2.650, -1.016, 0.118], [0.364, -1.780, 0.484], [-0.397, -2.683, 0.522], [-2.361, 0.908, 1.682], [-0.662, 0.954, 2.365], [-1.815, 1.057, -1.431], [-1.266, -0.611, -1.506], [-2.677, -0.219, -0.540], [1.166, 1.204, 0.832], [2.013, 1.406, -1.285], [0.765, 0.490, -1.982], [2.961, -1.786, 0.605]], "nbo_charge": [-0.374, 0.006, -0.664, -0.071, -0.838, -0.032, -0.676, 0.610, -0.466, 0.197, 0.197, 0.233, 0.212, 0.227, 0.204, 0.383, 0.368, 0.485]}



two.
{"formula": "C6H9NO2", "method": "ωB97M-V with the def2-TZVPD basis set", "smiles": "O=C(O)C1=NCCCC1", "gap_ev": 10.03, "homo_energy_ev": -9.6, "species": ["O", "C", "O", "C", "N", "C", "C", "C", "C", "H", "H", "H", "H", "H", "H", "H", "H", "H"], "xyz": [[-2.895, 1.099, 0.035], [-2.460, -0.032, -0.045], [-3.262, -1.146, 0.003], [-0.914, -0.022, 0.037], [-0.419, -1.217, 0.013], [1.070, -1.427, 0.129], [1.867, -0.295, -0.352], [1.379, 0.937, 0.464], [-0.044, 1.172, -0.164], [-4.095, -0.623, 0.115], [1.118, -2.485, -0.244], [1.324, -1.752, 1.208], [1.465, 0.076, -1.363], [3.082, -0.241, -0.628], [1.370, 0.664, 1.468], [2.107, 1.806, 0.308], [-0.792, 2.097, 0.220], [0.096, 1.389, -1.204]], "nbo_charge": [-0.599, 0.745, -0.641, 0.168, -0.342, -0.303, -0.436, -0.393, -0.481, 0.497, 0.233, 0.212, 0.200, 0.237, 0.204, 0.220, 0.252, 0.228]}



three.
{"formula": "C6H9NO2", "method": "ωB97M-V with the def2-TZVPD basis set", "gap_ev": 8.15, "homo_energy_ev": -7.9, "species": ["C", "C", "C", "C", "C", "C", "H", "H", "H", "H", "H", "H", "H", "H", "H", "N", "O", "O"], "xyz": [[1.997, 1.721, -0.014], [1.153, 0.516, -0.003], [-0.959, -0.504, 0.053], [-2.412, -0.505, 0.385], [0.028, -1.440, -0.089], [1.316, -0.864, -0.072], [1.897, 2.368, 0.823], [1.751, 2.212, -0.948], [3.115, 1.678, 0.064], [-0.597, 1.628, -0.018], [-2.748, -0.082, 1.444], [-3.049, -1.480, 0.240], [-2.728, 0.264, -1.477], [-0.331, -2.515, 0.108], [2.417, -2.462, 0.509], [-0.264, 0.639, 0.012], [-3.065, 0.324, -0.591], [2.478, -1.499, -0.425]], "nbo_charge": [-0.666, 0.073, 0.070, -0.090, -0.336, 0.194, 0.224, 0.222, 0.249, 0.409, 0.200, 0.199, 0.475, 0.213, 0.439, -0.498, -0.750, -0.627]}



Name the most stable of them. two.



one.
{"formula": "C6H9NO2", "method": "ωB97M-V with the def2-TZVPD basis set", "smiles": "CN1CC=C(C(=O)O)C1", "gap_ev": 9.77, "homo_energy_ev": -9.1, "species": ["C", "N", "C", "C", "C", "C", "O", "O", "C", "H", "H", "H", "H", "H", "H", "H", "H", "H"], "xyz": [[2.263, -0.691, -0.193], [1.033, 0.045, -0.474], [0.941, 1.296, 0.255], [-0.541, 1.477, 0.179], [-1.156, 0.301, -0.082], [-2.569, 0.021, -0.188], [-3.283, 0.820, -0.694], [-3.083, -1.084, 0.423], [-0.040, -0.781, -0.344], [2.177, -1.166, 0.839], [2.390, -1.561, -0.777], [3.191, -0.082, -0.417], [1.424, 2.122, -0.268], [1.159, 1.265, 1.366], [-1.160, 2.445, 0.285], [-2.298, -1.565, 0.686], [-0.206, -1.426, 0.595], [-0.241, -1.437, -1.192]], "nbo_charge": [-0.415, -0.429, -0.258, -0.118, -0.155, 0.743, -0.541, -0.651, -0.221, 0.169, 0.202, 0.211, 0.219, 0.188, 0.243, 0.472, 0.132, 0.210]}



two.
{"formula": "C6H9NO2", "method": "ωB97M-V with the def2-TZVPD basis set", "gap_ev": [8.26, 8.26], "homo_energy_ev": [-8.6, -8.6], "species": ["C", "N", "C", "C", "C", "C", "C", "O", "O", "H", "H", "H", "H", "H", "H", "H", "H", "H"], "xyz": [[-1.772, -1.283, -1.112], [0.287, 2.030, 0.630], [-0.790, 0.330, 0.561], [0.370, 0.225, 1.395], [-0.521, -0.578, -0.679], [1.332, -0.467, 1.934], [0.646, -0.680, -1.322], [1.329, 2.263, -0.277], [-1.939, 0.649, 0.904], [2.063, 2.528, 0.299], [-0.551, 2.423, 0.192], [-1.591, -1.884, -2.006], [-2.566, -0.562, -1.315], [-2.139, -1.939, -0.318], [1.466, -1.525, 1.733], [2.070, 0.041, 2.550], [0.729, -1.298, -2.210], [1.578, -0.270, -0.961]], "nbo_charge": [-0.638, -0.386, 0.382, 0.314, -0.049, -0.503, -0.379, -0.557, -0.632, 0.467, 0.390, 0.211, 0.239, 0.224, 0.266, 0.243, 0.200, 0.208]}



three.
{"formula": "C6H9NO2", "method": "ωB97M-V with the def2-TZVPD basis set", "gap_ev": 8.25, "homo_energy_ev": -8.2, "species": ["C", "C", "C", "C", "C", "C", "N", "O", "O", "H", "H", "H", "H", "H", "H", "H", "H", "H"], "xyz": [[2.692, -0.796, -0.844], [1.689, -0.930, -0.272], [-2.243, -0.681, -0.377], [0.173, -0.186, 1.527], [0.494, -1.082, 0.328], [-1.009, -0.379, -1.173], [-0.791, 0.979, -1.404], [-2.643, 0.317, 0.484], [-2.847, -1.725, -0.404], [3.577, -0.938, -1.273], [-0.060, 0.814, 1.115], [-0.768, -0.528, 2.084], [1.062, -0.054, 2.149], [0.053, -2.060, 0.383], [-0.789, -0.964, -2.013], [-2.259, 1.107, 0.034], [-0.098, 0.999, -2.132], [-0.520, 1.665, -0.704]], "nbo_charge": [-0.201, -0.067, 0.720, -0.626, -0.247, -0.075, -0.848, -0.674, -0.561, 0.213, 0.184, 0.240, 0.226, 0.242, 0.223, 0.478, 0.391, 0.381]}



Name the most stable of them. one.



one.
{"formula": "C6H6O", "method": "ωB97M-V with the def2-TZVPD basis set", "smiles": "C#CC1=CCCO1", "gap_ev": 9.15, "homo_energy_ev": -8.3, "species": ["C", "C", "C", "C", "C", "C", "O", "H", "H", "H", "H", "H", "H"], "xyz": [[3.253, -0.045, -0.034], [2.052, -0.321, -0.005], [0.660, -0.213, -0.079], [-0.011, 0.988, -0.180], [-1.505, 0.737, 0.056], [-1.394, -0.953, -0.042], [-0.053, -1.359, -0.053], [4.379, -0.077, 0.155], [0.471, 1.902, -0.021], [-1.950, 1.006, 1.106], [-2.193, 1.152, -0.826], [-1.770, -1.427, 0.852], [-1.940, -1.389, -0.928]], "nbo_charge": [-0.189, -0.059, 0.227, -0.277, -0.448, -0.073, -0.467, 0.258, 0.222, 0.220, 0.218, 0.183, 0.185]}



two.
{"formula": "C6H6O", "method": "ωB97M-V with the def2-TZVPD basis set", "gap_ev": 9.06, "homo_energy_ev": -8.3, "species": ["C", "C", "C", "C", "C", "C", "O", "H", "H", "H", "H", "H", "H"], "xyz": [[-0.301, -1.051, -0.005], [-1.677, -1.179, 0.196], [1.079, -0.821, 0.546], [1.061, 0.600, -0.225], [-0.203, 0.109, -1.004], [-1.442, 0.147, -0.283], [-1.773, 1.295, 0.336], [0.897, -0.568, 1.618], [1.751, -1.576, 0.043], [0.800, 1.349, 0.532], [2.042, 0.712, -0.684], [0.067, -0.044, -2.073], [-2.302, 1.025, 1.003]], "lowdin_charge": [-0.227, 0.116, -0.076, -0.089, -0.147, -0.372, 0.118, 0.125, 0.139, 0.105, 0.099, 0.157, 0.052]}



three.
{"formula": "C6H6O", "method": "ωB97M-V with the def2-TZVPD basis set", "gap_ev": [7.46, 7.39], "homo_energy_ev": [-7.5, -7.5], "species": ["O", "C", "C", "C", "C", "C", "C", "H", "H", "H", "H", "H", "H"], "xyz": [[2.675, -0.242, 0.903], [1.473, 0.217, 0.611], [-0.720, 0.171, -0.845], [-1.404, -1.069, -0.643], [-1.978, -2.121, -0.487], [-0.802, 1.191, 0.077], [-0.418, 1.910, 1.010], [2.621, -0.960, 1.551], [0.615, -0.224, 1.086], [1.477, 1.023, -0.095], [-0.458, 0.421, -1.872], [-2.486, -3.052, -0.357], [-0.599, 2.742, 1.668]], "nbo_charge": [-0.630, 0.115, -0.457, -0.033, -0.260, -0.014, -0.345, 0.493, 0.206, 0.210, 0.244, 0.234, 0.236]}



Name the most stable of them. one.



one.
{"formula": "C6H6O", "method": "ωB97M-V with the def2-TZVPD basis set", "smiles": "C1=C[C@H]2O[C@@H]2C=C1", "gap_ev": 9.67, "homo_energy_ev": -9.2, "species": ["C", "C", "C", "O", "C", "C", "C", "H", "H", "H", "H", "H", "H"], "xyz": [[-0.766, 0.832, 0.121], [0.470, 1.408, 0.108], [1.288, 0.272, -0.470], [2.261, -0.624, 0.032], [0.852, -0.804, 0.422], [-0.524, -1.501, -0.140], [-1.270, -0.470, -0.196], [-1.717, 1.377, 0.147], [0.739, 2.474, 0.189], [1.315, 0.362, -1.519], [0.378, -0.323, 1.551], [-0.870, -2.538, 0.020], [-2.156, -0.465, -0.266]], "nbo_charge": [-0.227, -0.172, -0.034, -0.450, 0.034, -0.142, -0.244, 0.205, 0.226, 0.192, 0.213, 0.223, 0.177]}



two.
{"formula": "C6H6O", "method": "ωB97M-V with the def2-TZVPD basis set", "gap_ev": 7.51, "homo_energy_ev": -7.8, "species": ["C", "C", "C", "C", "O", "C", "C", "H", "H", "H", "H", "H", "H"], "xyz": [[1.691, 0.710, 0.070], [0.269, 0.405, -0.006], [-0.436, -0.210, 1.135], [-1.719, 0.017, 1.402], [2.188, 0.324, -1.029], [0.636, -0.385, -1.436], [0.308, -1.054, -2.430], [2.229, 1.125, 0.922], [-0.252, 1.254, -0.462], [0.139, -0.899, 1.744], [-2.321, 0.669, 0.782], [-2.213, -0.450, 2.240], [-0.519, -1.507, -2.930]], "nbo_charge": [0.439, -0.431, -0.200, -0.339, -0.408, 0.046, -0.411, 0.189, 0.275, 0.209, 0.197, 0.205, 0.229]}



three.
{"formula": "C6H6O", "method": "ωB97M-V with the def2-TZVPD basis set", "gap_ev": [6.32, 6.31], "homo_energy_ev": [-7.4, -7.4], "species": ["C", "C", "C", "C", "C", "O", "C", "H", "H", "H", "H", "H", "H"], "xyz": [[2.049, -0.953, 0.572], [1.995, 0.272, 0.030], [0.564, 0.364, -0.184], [-0.377, 1.247, 0.209], [-1.731, 0.724, -0.065], [-1.517, -0.572, -0.672], [-0.218, -0.754, -0.707], [2.878, -1.499, 1.033], [-0.183, 2.223, 0.625], [-2.365, 0.669, 0.826], [-2.230, 1.288, -0.855], [0.152, -1.506, -1.401], [0.982, -1.503, 0.588]], "nbo_charge": [-0.473, -0.268, -0.129, -0.136, -0.127, -0.406, 0.306, 0.205, 0.243, 0.230, 0.233, 0.229, 0.093]}



Name the most stable of them. three.